53
Properties=species:S:1:pos:R:3:forces:R:3 method="wB97M-V/def2-TZVPD" orbital_gap_ha=0.342 smiles="ClC(Cl)(Cl)Cl.CN(C)C=O.CN(C)C=O.CN(C)C=O.CN(C)C=O" charge=0 energy_ha=-2872.8308 lumo_ha=0.0079
Cl -1.886273 -5.991983 -0.199008 0.7 0.1 0.0
C -3.330045 -5.128527 0.255573 0.3 1.3 0.0
Cl -3.184561 -3.336150 -0.091543 0.0 -1.0 -0.2
Cl -4.620564 -5.795971 -0.668048 -1.0 -0.2 -0.2
Cl -3.590088 -5.251226 1.988353 -0.2 -0.3 0.3
C -1.587019 1.353932 -4.134946 1.0 2.4 -0.7
N -0.288672 1.247882 -3.516479 0.4 -2.0 0.4
C 0.475451 2.428970 -3.352382 0.1 0.9 -0.5
C 0.243035 0.046361 -3.059951 -0.1 1.9 -0.2
O 1.395574 -0.154946 -2.725851 -0.3 0.3 -0.1
H -1.449620 1.463436 -5.271169 -0.5 0.4 1.6
H -2.128303 2.198555 -3.604015 0.5 -0.6 -1.2
H -2.172994 0.522502 -3.971552 -1.1 -2.1 0.4
H 0.788825 2.858352 -4.337632 0.1 -0.3 0.7
H -0.197143 3.188922 -2.888626 0.8 -0.3 0.1
H 1.319630 2.084317 -2.735855 0.0 1.0 -0.2
H -0.542399 -0.648896 -2.927688 -0.9 -1.4 -0.1
C 5.123743 0.680838 -0.505870 -1.1 -0.7 -0.2
N 5.093493 1.829239 -1.377217 -0.6 0.5 1.0
C 5.105650 1.683963 -2.803832 -0.7 -0.7 -0.1
C 5.329880 3.041362 -0.808206 0.0 0.4 -0.2
O 5.489967 4.096733 -1.393811 -0.1 -0.4 0.0
H 5.021747 1.024947 0.522409 0.5 -0.1 0.0
H 6.001723 0.098087 -0.709845 0.8 -0.2 0.4
H 4.302678 -0.061678 -0.624917 0.0 0.8 -0.4
H 4.879912 2.643557 -3.247723 0.0 0.1 -0.2
H 6.085799 1.367019 -3.089200 0.8 -0.2 -0.6
H 4.392498 0.901655 -3.145444 0.2 0.6 0.4
H 5.374369 2.993223 0.295473 -0.1 -0.1 -0.1
C -4.134551 -1.085275 2.598636 0.4 -1.6 -2.5
N -3.211502 -0.203673 3.149619 2.6 2.2 2.1
C -2.901074 -0.310633 4.584805 0.0 0.2 0.2
C -2.829759 0.955057 2.528735 0.7 -0.6 1.4
O -2.069196 1.789814 2.997131 -0.5 -0.4 0.0
H -5.116799 -0.827372 2.849383 -1.8 -0.1 0.9
H -3.902416 -2.185581 2.743606 -0.2 1.4 0.0
H -4.092426 -0.880286 1.514450 0.0 -0.5 0.2
H -3.078152 -1.345658 4.820505 0.1 -0.4 0.5
H -1.918355 0.035694 4.969912 -0.2 -0.5 -1.2
H -3.555261 0.312838 5.184899 -0.7 0.0 0.0
H -3.225316 1.026419 1.552505 -0.6 0.2 -1.5
C 0.752018 0.081838 2.328814 0.4 -1.8 -0.3
N -0.137103 -0.660937 1.413664 0.1 0.7 -0.8
C -0.365782 -2.094165 1.532296 0.4 0.2 1.4
C -0.933214 0.040583 0.554251 1.7 -2.3 1.0
O -1.780763 -0.426432 -0.161683 -1.2 -0.4 -0.8
H 1.455028 -0.703232 2.691892 -0.3 0.9 0.0
H 0.202831 0.505327 3.150117 -0.2 0.2 0.5
H 1.323576 0.872038 1.841002 -0.2 -0.1 -0.2
H 0.559367 -2.720832 1.687883 -0.7 1.0 -0.2
H -1.016134 -2.183641 2.428003 0.1 -0.7 -0.5
H -0.865852 -2.396899 0.627460 -0.2 -0.3 0.0
H -0.605454 1.020536 0.541131 0.3 2.7 -0.2